Entry 1:
23
Properties=species:S:1:pos:R:3:lowdin_charge:R:1 method="wB97M-V/def2-TZVPD" homo_energy_ev=-12.011 charge=+1 largest_force_ha_per_bohr=0.0942 de_lowest_ev=2.350 homo_lumo_gap_ev=8.970
N -1.69216 0.08501 -1.50872 0.08
N -0.23056 1.80040 -2.33117 0.07
C 1.50661 0.44828 2.09259 -0.06
C -0.98276 -1.14876 -1.03336 -0.07
C 1.02075 1.21924 1.11417 -0.07
C 0.65662 -1.68053 0.97349 -0.12
C 1.08412 -0.97972 2.27310 -0.16
C -0.07546 -0.71996 0.08271 -0.22
C 0.14402 0.57869 0.19150 -0.02
C -0.91450 1.36909 -1.20382 -0.19
H -2.59923 0.14195 -1.04013 0.18
H 1.53519 -2.04901 0.43252 0.13
H -0.22938 2.80031 -2.47924 0.11
H 0.68871 1.40834 -2.48042 0.11
H -1.84713 0.04591 -2.52291 0.18
H -1.57823 2.10423 -0.76263 0.14
H 2.17198 0.85734 2.83660 0.11
H 1.27726 2.25852 1.00184 0.11
H -1.70825 -1.89862 -0.71097 0.14
H 0.03183 -2.54387 1.20508 0.12
H -0.39523 -1.57436 -1.85277 0.14
H 1.88815 -1.54704 2.74053 0.12
H 0.24765 -0.97545 2.98203 0.13

---

Entry 2:
25
Properties=species:S:1:pos:R:3:lowdin_charge:R:1 method="wB97M-V/def2-TZVPD" homo_energy_ev="-10.147 / -12.593" charge=+1 multiplicity=3 largest_force_ha_per_bohr=0.0574 de_lowest_ev=2.320 s2=2.065 homo_lumo_gap_ev="6.634 / 6.436"
O -3.39589 -0.57685 -0.45701 0.00
O 3.53365 0.82531 -0.18246 -0.08
N -2.06268 -1.01380 -0.11727 0.17
N -1.36639 1.31302 -0.15242 0.16
C 0.20915 -0.56851 0.19717 -0.20
C -3.76694 0.76584 0.28136 0.00
C 1.29476 0.28891 0.00592 -0.02
C 4.87076 0.42301 -0.51277 -0.03
C 0.21215 -2.03545 0.65143 -0.05
C 2.63732 -0.12670 0.00932 -0.11
C -1.15915 0.00572 -0.03086 -0.31
C -2.77205 1.77727 -0.23039 -0.14
H -0.68398 -2.19471 1.31142 0.08
H -3.66723 0.47302 1.32420 0.14
H -0.17876 -2.61613 -0.13978 0.06
H 5.19639 -0.38978 0.07312 0.08
H 0.88333 1.34770 -0.18659 0.14
H -2.86128 1.89135 -1.34054 0.16
H -4.77187 1.05210 -0.07527 0.15
H 5.52499 1.15704 -0.24465 0.06
H 1.06255 -2.36028 1.28278 0.10
H -3.94164 -1.30347 -0.02766 0.22
H -2.77603 2.76658 0.26940 0.15
H 2.96973 -1.15206 -0.10497 0.14
H 5.00910 0.25087 -1.60349 0.12

---

Entry 3:
27
Properties=species:S:1:pos:R:3:lowdin_charge:R:1 method="wB97M-V/def2-TZVPD" homo_energy_ev=-8.152 smiles="Cc1cn([C@@H](S)[C@H](C)O)c(=O)nc1N" largest_force_ha_per_bohr=0.1371 de_lowest_ev=2.167 homo_lumo_gap_ev=8.418
S -2.23093 0.47267 -1.71805 0.83
O 0.05528 2.58761 1.23532 0.03
O -2.11931 -1.69081 0.31200 -0.05
N 3.86754 0.28878 -0.00644 0.16
N 1.95260 1.39086 0.70348 0.18
N -0.10618 0.55864 0.22913 0.07
C 2.50386 0.41202 -0.00939 -0.36
C -1.91287 0.73868 -0.01788 -0.46
C -2.52889 -0.43397 0.86361 -0.44
C -2.35340 -0.15089 2.32644 -0.02
C 0.61820 1.61191 0.77562 -0.58
C 1.79421 -0.49982 -0.76894 -0.21
C 2.29964 -1.30147 -1.93352 -0.05
C 0.41062 -0.36670 -0.60766 -0.07
H -2.21460 1.89634 -1.95393 -0.03
H 1.76831 -2.24929 -1.80951 0.08
H -2.84346 -0.86003 2.90866 0.06
H 4.27717 -0.17514 -0.74429 0.04
H -0.35001 -0.89117 -1.25591 0.08
H 2.03292 -0.84230 -2.83946 0.06
H -3.58243 -0.13609 0.51975 0.15
H -1.28910 -0.11627 2.57394 0.10
H -2.14345 1.65935 0.30358 0.04
H 4.28458 1.16198 0.29520 0.11
H 3.41965 -1.57062 -1.90675 0.10
H -2.80712 -2.25250 -0.04462 0.10
H -2.80283 0.75823 2.56960 0.07

---

Entry 4:
25
Properties=species:S:1:pos:R:3:lowdin_charge:R:1 method="wB97M-V/def2-TZVPD" homo_energy_ev=-13.068 smiles="NCc1ccccc1N(N)C=[NH2+]" charge=+1 largest_force_ha_per_bohr=0.0981 de_lowest_ev=2.467 homo_lumo_gap_ev=9.597
N -1.57131 -0.01197 1.89855 0.13
N -1.02228 2.28428 -0.06968 -0.01
N -1.21277 -0.58931 0.70062 -0.10
N -1.57916 -1.50939 -1.42202 0.18
C 0.64711 0.48086 -0.33412 -0.12
C 2.37907 -1.34118 0.94086 -0.05
C 0.17643 -0.59002 0.46405 -0.23
C 2.78713 -0.50304 -0.03191 -0.09
C -2.05620 -0.96413 -0.34099 -0.04
C -0.32686 1.44098 -1.04805 -0.23
C 0.98160 -1.40964 1.25983 0.04
C 2.01953 0.45256 -0.66612 0.00
H -3.11475 -0.69316 -0.28098 0.17
H 0.38421 1.92123 -1.66519 0.09
H -1.79564 2.83483 -0.59206 0.12
H 3.83722 -0.54264 -0.31765 0.12
H -1.98655 0.92570 1.87026 0.11
H -0.67980 -1.85745 -1.59104 0.12
H -0.29603 2.94397 0.31251 0.11
H -2.12909 -1.44067 -2.28861 0.16
H 2.98890 -2.10748 1.35267 0.11
H 0.72660 -1.90567 2.18568 0.13
H -0.76638 0.06230 2.43004 0.07
H -1.02977 0.89766 -1.70726 0.11
H 2.63880 1.22140 -1.05939 0.12

---

Entry 5:
26
Properties=species:S:1:pos:R:3:lowdin_charge:R:1 method="wB97M-V/def2-TZVPD" homo_energy_ev="-11.761 / -11.760" charge=+1 largest_force_ha_per_bohr=0.1122 de_lowest_ev=4.987 homo_lumo_gap_ev="7.138 / 7.137"
S -0.54458 -1.21548 -0.45064 0.90
N 2.79380 -0.44455 1.27556 0.16
N 1.53286 0.92621 -0.15069 -0.06
N -0.58775 1.24563 0.89576 -0.30
N 0.06768 1.07240 2.06082 0.11
C 2.43548 0.79203 -1.15318 0.02
C -1.50401 0.02423 0.46490 -0.56
C 3.69303 -0.62538 0.30515 -0.03
C -0.13339 -2.37875 0.87952 -0.36
C -2.70628 0.52249 -0.30673 -0.10
C 3.54197 -0.00210 -0.93713 0.02
C 1.79402 0.29781 1.00205 -0.12
C 0.30552 1.69114 -0.24866 -0.07
H 4.52700 -1.27228 0.53520 0.13
H -0.18641 1.50547 -1.20741 0.13
H 0.26638 -1.83268 1.73072 0.03
H -1.79405 -0.41921 1.42033 0.12
H -1.02087 -2.94497 1.14388 0.04
H -1.27794 2.00358 1.04766 0.18
H 4.27072 -0.13847 -1.72002 0.12
H -3.35123 -0.32374 -0.53387 0.09
H 0.62395 -3.04891 0.47723 0.04
H 2.24818 1.31118 -2.08035 0.15
H -3.28758 1.23048 0.28220 0.09
H 0.53082 2.75690 -0.12159 0.16
H -2.42898 0.98241 -1.25401 0.08

---

Entry 6:
27
Properties=species:S:1:pos:R:3:lowdin_charge:R:1 method="wB97M-V/def2-TZVPD" homo_energy_ev=-10.648 charge=+1 largest_force_ha_per_bohr=0.0993 de_lowest_ev=2.901 homo_lumo_gap_ev=7.525
N -1.83582 3.41135 1.34432 0.07
N 2.08806 -3.38362 -0.70913 0.22
N 0.48146 1.02518 -0.19937 0.00
N 1.05114 -1.63128 -1.76347 0.24
N -1.27451 2.20139 -1.07374 0.09
N 1.36679 0.70771 0.66977 0.00
C -0.45045 1.92334 -0.01706 -0.27
C -0.78162 2.65634 1.22905 -0.03
C -2.35814 3.05837 -0.94978 -0.03
C 1.36013 -2.28373 -0.66896 -0.35
C -0.45792 -1.73919 0.99010 -0.04
C 1.00716 -1.79563 0.66827 -0.26
C -2.67230 3.59256 0.28967 -0.11
C 1.70439 -0.44320 1.00472 -0.10
H -1.11737 1.75228 -2.02758 0.19
H -0.94247 -2.72502 0.90730 0.11
H -3.46738 4.10290 0.68385 0.08
H 2.43793 -3.76093 0.08377 0.08
H -0.60756 -1.39870 1.96227 0.08
H -2.88720 3.03716 -1.92189 0.13
H 2.39996 -3.91158 -1.59174 0.19
H -0.20110 2.57745 2.12125 0.11
H -1.09034 -1.10634 0.46086 0.06
H 2.50311 -0.56915 1.69667 0.10
H 1.40985 -1.99055 -2.72097 0.19
H 1.54763 -2.61147 1.35718 0.18
H 0.78658 -0.69567 -1.82537 0.08

---

Entry 7:
23
Properties=species:S:1:pos:R:3:lowdin_charge:R:1 method="wB97M-V/def2-TZVPD" homo_energy_ev=-8.381 largest_force_ha_per_bohr=0.0890 de_lowest_ev=4.301 homo_lumo_gap_ev=8.695
O -0.56331 -0.19574 -1.66037 0.03
N 2.98304 0.20133 1.53257 0.16
C 1.57248 1.29866 -1.35652 -0.22
C 1.21417 1.19381 0.01835 -0.17
C -2.00395 -1.75340 0.46627 -0.07
C -1.00707 -0.67921 0.69397 -0.44
C 2.20046 0.73893 0.85478 -0.29
C 1.00639 2.20431 -2.19049 0.01
C -0.02785 -0.54868 -0.47946 -0.12
C -0.45168 -0.82483 2.06621 -0.06
H 0.80099 -1.21578 -0.58134 0.14
H -2.97205 -1.49340 0.92450 0.10
H 1.48297 2.20406 -3.18096 0.06
H 0.31246 1.74833 0.36957 0.15
H -1.18561 -0.38761 2.73679 0.09
H 2.36135 0.68544 -1.67486 0.11
H -2.21333 -2.00944 -0.57110 0.08
H -0.43228 -1.99384 2.27049 0.13
H 0.26843 2.96379 -2.12723 0.05
H 0.49031 -0.37097 2.04126 0.02
H -0.83159 0.66980 -1.73795 0.05
H -1.41520 0.27658 0.79128 0.11
H -1.58912 -2.71212 0.79422 0.08

---

Entry 8:
24
Properties=species:S:1:pos:R:3:lowdin_charge:R:1 method="wB97M-V/def2-TZVPD" homo_energy_ev="-8.811 / -8.918" smiles="CC1(C)CCCC=C1[N+](=O)[O-]" largest_force_ha_per_bohr=0.2040 de_lowest_ev=7.693 homo_lumo_gap_ev="7.493 / 8.128"
O 2.86419 -0.92435 -0.24299 0.03
O 3.17233 1.24951 -0.02011 0.02
N 2.41565 0.23722 -0.04200 -0.34
C 1.06066 0.39077 0.15505 -0.01
C -1.74104 0.89474 -0.49241 -0.14
C -1.39593 -0.20442 0.42175 -0.12
C 0.18575 -1.46801 -1.22745 -0.03
C 0.08184 -0.67511 0.06551 -0.48
C 0.43826 2.01795 0.11953 0.17
C -0.94807 2.17157 -0.03429 -0.20
C 0.39084 -1.74744 1.16426 -0.03
H 1.08997 -2.51047 0.82069 0.09
H -1.25198 2.53635 0.90399 0.12
H -0.07374 -0.75479 -2.02410 0.09
H 1.13105 2.72148 0.31725 0.06
H -1.35596 -0.01616 1.41338 0.09
H -1.83757 -1.16318 0.36639 0.11
H -0.37036 -2.37323 -1.34188 0.09
H -2.70438 1.28282 -0.52676 0.08
H -1.62209 0.74885 -1.58696 0.13
H -1.08133 2.98450 -0.61659 0.09
H 0.85351 -1.41748 2.10526 0.10
H 1.14946 -1.86740 -1.24842 0.05
H -0.45106 -2.11370 1.55090 0.03

---

Entry 9:
24
Properties=species:S:1:pos:R:3:lowdin_charge:R:1 method="wB97M-V/def2-TZVPD" homo_energy_ev=-8.816 smiles="CC(C)(C)C=C=O.CN=C=O" largest_force_ha_per_bohr=0.0690 de_lowest_ev=2.676 homo_lumo_gap_ev=9.497
O 0.15209 -0.80912 -1.69532 0.17
O -2.77239 -1.09437 -1.89833 0.16
N -1.79204 -3.18389 -2.11687 0.08
C -2.23675 -2.11701 -1.91492 -0.39
C -0.48360 0.70931 0.10068 -0.05
C 0.65194 1.23870 2.30873 -0.05
C -1.39942 -4.31291 -1.34911 -0.10
C 0.62784 1.52066 0.78226 -0.64
C -0.24479 -0.04413 -0.92069 -0.25
C 1.91565 1.14123 0.07779 -0.08
C 0.53749 3.01306 0.47446 -0.07
H 0.62488 3.10668 -0.60110 0.08
H -1.53668 0.98422 0.33333 0.14
H -0.47357 -4.79745 -1.66929 0.08
H 1.59038 1.68342 2.80207 0.10
H 2.04761 -0.00181 0.14639 0.12
H 2.68147 1.54306 0.69040 0.07
H 1.75809 1.64402 -0.93128 0.11
H -0.33071 1.55710 2.76376 0.10
H 1.43953 3.48037 0.92144 0.10
H -2.10407 -5.08572 -1.21323 0.05
H 0.91570 0.14973 2.33436 0.09
H -1.32846 -3.92021 -0.25676 0.12
H -0.24021 3.59505 0.83122 0.05

---

Entry 10:
24
Properties=species:S:1:pos:R:3:lowdin_charge:R:1 method="wB97M-V/def2-TZVPD" homo_energy_ev="-3.090 / -9.091" multiplicity=3 largest_force_ha_per_bohr=0.0919 de_lowest_ev=3.857 s2=2.009 homo_lumo_gap_ev="3.431 / 6.889"
O 1.79831 -1.88166 0.91544 0.15
O 1.53101 -1.51478 -1.28288 0.03
N -0.96774 -0.18744 0.09389 -0.43
C 3.62197 1.37725 0.21576 0.11
C 1.10221 1.22955 -0.53643 -0.17
C 2.50871 1.26817 -0.21023 -0.14
C 1.41217 -1.32013 -0.08893 -0.71
C -1.17167 -0.63073 -1.29118 -0.02
C -1.67225 1.03095 0.39208 -0.08
C 0.58973 0.06574 0.30765 -0.17
C -1.32835 -1.22473 1.01520 -0.02
H -0.59528 -1.57096 -1.44580 0.11
H -2.72862 0.79587 0.64457 0.09
H -0.59963 -1.99110 0.82284 0.09
H -0.85505 0.17895 -2.09944 0.14
H -1.28201 -0.85945 2.00312 0.09
H 0.76662 0.17411 1.36155 0.13
H -2.42778 -1.55629 0.64806 0.16
H -1.81644 1.80432 -0.48081 0.14
H -1.32701 1.51177 1.39771 0.14
H -2.28812 -0.77464 -1.26737 0.11
H 4.48200 1.10114 0.79652 0.03
H 0.78499 0.93612 -1.61527 0.13
H 0.46222 2.03794 -0.29604 0.08

---

Entry 11:
23
Properties=species:S:1:pos:R:3:lowdin_charge:R:1 method="wB97M-V/def2-TZVPD" homo_energy_ev=-7.742 smiles="C[C@H]1C=CCCN(C)C1=S" largest_force_ha_per_bohr=0.1273 de_lowest_ev=1.893 homo_lumo_gap_ev=8.456
S -1.13464 -0.14206 2.88314 0.66
N -0.56480 0.95230 0.55929 -0.16
C -0.09485 -1.52040 0.62641 -0.34
C -1.33209 -2.16443 -0.09361 -0.05
C 1.29771 -1.43912 0.05314 -0.11
C 1.99454 -0.49335 -0.53450 -0.11
C -1.07054 2.02724 1.40609 -0.16
C 1.51117 0.93309 -0.69297 -0.13
C -0.00959 0.92100 -0.73437 -0.17
C -0.62962 -0.16800 1.26705 -0.70
H -0.99569 -3.26592 -0.25973 0.12
H 1.94343 1.28784 -1.68844 0.14
H -0.55396 2.17457 2.28073 0.02
H -0.96386 2.87734 0.71341 0.09
H -1.54573 -1.60198 -0.94722 0.04
H 1.70188 1.44922 0.18443 0.09
H 1.78168 -2.47999 0.03603 0.13
H -2.23669 1.97223 1.54066 0.12
H -2.21861 -2.01285 0.45255 0.05
H 3.00042 -0.84455 -0.73011 0.10
H 0.03726 -2.22952 1.61120 0.15
H -0.43077 1.71351 -1.19088 0.10
H -0.14789 0.07251 -1.30625 0.10

---

Entry 12:
23
Properties=species:S:1:pos:R:3:lowdin_charge:R:1 method="wB97M-V/def2-TZVPD" homo_energy_ev="-2.098 / -2.096" charge=-1 multiplicity=2 largest_force_ha_per_bohr=0.2131 s2=0.755 homo_lumo_gap_ev="5.370 / 5.195"
Yb -0.25627 0.69522 -0.00901 1.08
N -1.05971 -1.36960 0.21666 -0.27
C 0.31244 2.63198 -0.73199 -0.28
C -0.38521 1.23820 2.92414 -0.26
C -0.98113 2.34230 -1.24284 -0.27
C 1.22406 1.70568 -1.30567 -0.25
C -0.25292 -2.59652 -0.12385 -0.45
C 0.46947 0.85552 -2.18950 -0.24
C -0.86806 1.25724 -2.14197 -0.24
C 1.00993 -2.29547 -0.85717 -0.01
H -0.92596 1.88096 2.24132 -0.19
H -1.88126 -1.51334 0.78334 -0.04
H -1.69261 0.79599 -2.67113 0.10
H 1.88028 -2.09565 -0.28106 0.02
H -1.93429 2.77112 -0.87703 0.11
H 0.88802 0.09344 -2.82691 0.08
H 0.02219 -3.00560 0.87009 0.08
H 0.54936 3.31754 0.07346 0.10
H -0.71625 0.15918 2.86653 -0.14
H -0.26614 1.59063 3.96416 -0.14
H -0.88757 -3.24995 -0.69066 0.06
H 2.31286 1.63445 -1.15452 0.10
H 0.94898 -2.18332 -1.93820 0.03